*one*
An isolated molecule of CH4N2. Source: the Open Molecules 2025 dataset; level of theory: ωB97M-V/def2-TZVPD.

```
! RIJCOSX wB97M-V def2-TZVPD def2/J DEFGRID3
* xyz 0 1
C -0.626 -0.060 0.021
N 0.603 -0.743 -0.088
N 0.624 0.704 0.113
H -1.351 0.067 -0.952
H -1.202 -0.013 0.910
H 1.032 -1.237 0.793
H 0.920 1.283 -0.797
*
```

HOMO level in eV: -9.35
Gap between HOMO and LUMO in eV: 10.6647
Structure (SMILES): C1NN1

How positive or negative is each atom? The Löwdin charges in e answer that: number 1, C, carries -0.294; number 2, N, carries -0.096; number 3, N, carries -0.092; number 4, H, carries 0.144; number 5, H, carries 0.070; number 6, H, carries 0.137; number 7, H, carries 0.132


*two*
An isolated molecule of CH4N2. Source: the Open Molecules 2025 dataset; level of theory: ωB97M-V/def2-TZVPD.

```
! RIJCOSX wB97M-V def2-TZVPD def2/J DEFGRID3
* xyz 0 1
C 1.158 0.119 0.050
N 0.000 -0.480 -0.013
N -1.059 0.136 -0.049
H 2.072 -0.398 -0.128
H 1.251 1.259 0.007
H -1.060 1.256 0.009
H -1.802 -0.425 0.244
*
```

HOMO level in eV: -8.44
Gap between HOMO and LUMO in eV: 9.6847
Structure (SMILES): C=NN

How positive or negative is each atom? The Löwdin charges in e answer that: number 1, C, carries -0.091; number 2, N, carries -0.198; number 3, N, carries -0.047; number 4, H, carries 0.023; number 5, H, carries 0.065; number 6, H, carries 0.171; number 7, H, carries 0.077


*three*
An isolated molecule of CH4N2. Source: the Open Molecules 2025 dataset; level of theory: ωB97M-V/def2-TZVPD.

```
! RIJCOSX wB97M-V def2-TZVPD def2/J DEFGRID3
* xyz 0 1
H 0.150 1.402 -1.432
N 0.262 1.276 -0.427
C -0.295 0.139 -0.188
N 0.123 -0.689 0.814
H -1.173 -0.118 -0.787
H 0.962 -0.336 1.247
H -0.029 -1.674 0.772
*
```

HOMO level in eV: -8.93
Gap between HOMO and LUMO in eV: 10.0177
Structure (SMILES): [H]/N=C/N

How positive or negative is each atom? The Löwdin charges in e answer that: number 1, H, carries 0.025; number 2, N, carries 0.021; number 3, C, carries -0.398; number 4, N, carries 0.070; number 5, H, carries 0.110; number 6, H, carries 0.091; number 7, H, carries 0.080


*three* wins, 153.7 kJ/mol ahead of the next structure.


*one*
A cluster of 2 separate species, C3H9N2 in total. Source: the Open Molecules 2025 dataset; level of theory: ωB97M-V/def2-TZVPD.

```
! RIJCOSX wB97M-V def2-TZVPD def2/J DEFGRID3
* xyz 1 1
C 1.043 -2.340 -0.804
N 1.720 -1.240 -0.478
H 1.726 -3.205 -0.874
H 0.025 -2.542 -1.157
H 0.708 -0.055 0.173
H 2.610 -1.223 -0.832
C -2.119 1.533 0.186
C -1.149 1.048 0.935
N 0.255 1.045 0.305
H -2.153 2.165 -0.841
H -3.181 1.495 0.602
H -1.223 0.786 2.048
H -0.001 1.169 -0.721
H 1.005 1.328 0.908
*
```

HOMO level in eV: -14.39
Gap between HOMO and LUMO in eV: 10.4733

Atomic partial charges in e from the Löwdin method, atoms 1 to 8: number 1, C, carries 0.030; number 2, N, carries 0.016; number 3, H, carries 0.085; number 4, H, carries 0.091; number 5, H, carries 0.134; number 6, H, carries 0.034; number 7, C, carries -0.002; number 8, C, carries -0.167


*two*
The ion C3H9N2 with charge +1. Source: the Open Molecules 2025 dataset; level of theory: ωB97M-V/def2-TZVPD.

```
! RIJCOSX wB97M-V def2-TZVPD def2/J DEFGRID3
* xyz 1 1
C -0.070 -2.146 0.251
C 0.874 -1.302 -0.092
N 0.725 0.166 -0.063
C -0.704 0.739 0.123
N -0.664 2.100 -0.196
H -1.083 -1.869 0.499
H 0.172 -3.197 0.269
H 1.914 -1.593 -0.188
H 1.009 0.530 -0.977
H 1.320 0.604 0.641
H -1.008 0.466 1.138
H -1.297 0.153 -0.571
H -1.428 2.508 -0.712
H -0.359 2.703 0.556
*
```

HOMO level in eV: -14.80
Gap between HOMO and LUMO in eV: 11.4478
Structure (SMILES): C=C[NH2+]CN

Atomic partial charges in e from the Löwdin method, atoms 1 to 8: number 1, C, carries 0.086; number 2, C, carries -0.120; number 3, N, carries 0.062; number 4, C, carries -0.215; number 5, N, carries 0.050; number 6, H, carries 0.078; number 7, H, carries 0.090; number 8, H, carries 0.128


*two* wins, 258.6 kJ/mol ahead of the next structure.


*one*
The ion C3H9N2 with charge +1. Source: the Open Molecules 2025 dataset; level of theory: ωB97M-V/def2-TZVPD.

```
! RIJCOSX wB97M-V def2-TZVPD def2/J DEFGRID3
* xyz 1 1
C -2.111 0.656 0.543
N -1.168 -0.059 1.022
C 0.432 0.316 0.302
C 0.310 0.290 -1.234
N 1.184 -0.743 0.983
H -2.960 0.558 1.156
H -1.980 1.471 -0.210
H 0.905 1.266 0.624
H 0.205 -0.656 -1.746
H -0.397 0.911 -1.571
H 1.253 0.707 -1.535
H 0.891 -0.949 2.048
H 2.141 -0.476 1.005
H 1.154 -1.631 0.551
*
```

HOMO level in eV: -14.33
Gap between HOMO and LUMO in eV: 10.6472
Structure (SMILES): C=N[C@H](C)[NH3+]

Atomic partial charges in e from the Löwdin method, atoms 1 to 8: number 1, C, carries -0.039; number 2, N, carries 0.051; number 3, C, carries -0.237; number 4, C, carries -0.028; number 5, N, carries 0.178; number 6, H, carries 0.068; number 7, H, carries 0.103; number 8, H, carries 0.153


*two*
The ion C3H9N2 with charge +1. Source: the Open Molecules 2025 dataset; level of theory: ωB97M-V/def2-TZVPD.

```
! RIJCOSX wB97M-V def2-TZVPD def2/J DEFGRID3
* xyz 1 1
N -2.051 0.719 0.067
C -0.854 0.064 -0.326
C -0.060 -1.268 -0.015
C 0.437 0.132 0.440
N 1.755 0.620 -0.085
H -2.193 0.603 1.035
H -2.906 0.539 -0.451
H -0.683 0.274 -1.379
H -0.360 -2.000 0.649
H 0.431 -1.725 -0.876
H 0.189 0.150 1.508
H 2.103 0.006 -0.903
H 2.550 0.312 0.507
H 1.643 1.575 -0.171
*
```

HOMO level in eV: -13.22
Gap between HOMO and LUMO in eV: 9.3509
Structure (SMILES): N[C@@H]1C[C@H]1[NH3+]

Atomic partial charges in e from the Löwdin method, atoms 1 to 8: number 1, N, carries 0.078; number 2, C, carries -0.308; number 3, C, carries -0.005; number 4, C, carries -0.214; number 5, N, carries 0.243; number 6, H, carries 0.068; number 7, H, carries 0.105; number 8, H, carries 0.140


*three*
A cluster of 2 separate species, C3H9N2 in total. Source: the Open Molecules 2025 dataset; level of theory: ωB97M-V/def2-TZVPD.

```
! RIJCOSX wB97M-V def2-TZVPD def2/J DEFGRID3
* xyz 1 1
C 2.142 0.627 -0.050
C -3.359 0.040 0.061
C 1.604 -0.794 0.049
N -0.666 -0.138 -0.112
N 0.215 -0.941 -0.046
H 1.743 1.258 0.745
H 3.226 0.599 0.046
H 1.902 1.068 -1.018
H -3.485 -0.684 0.849
H -3.516 -0.265 -0.960
H -3.211 1.079 0.289
H 1.866 -1.268 1.008
H 2.033 -1.459 -0.710
H -0.494 0.877 -0.151
*
```

HOMO level (spin up / spin down) in eV: -13.56 / -14.70
Gap between HOMO and LUMO (spin up / spin down) in eV: 6.0210 / 8.7734

Atomic partial charges in e from the Löwdin method, atoms 1 to 8: number 1, C, carries -0.075; number 2, C, carries 0.331; number 3, C, carries -0.231; number 4, N, carries 0.169; number 5, N, carries 0.021; number 6, H, carries 0.080; number 7, H, carries 0.091; number 8, H, carries 0.083


*two* wins, 27.8 kJ/mol ahead of the next structure.


*one*
A cluster of 2 separate species, C3H9N2 in total. Source: the Open Molecules 2025 dataset; level of theory: ωB97M-V/def2-TZVPD.

```
! RIJCOSX wB97M-V def2-TZVPD def2/J DEFGRID3
* xyz 1 1
C -0.637 1.001 -0.199
N -1.783 1.097 0.531
H 0.248 1.560 0.069
H -0.835 0.611 -1.190
H -2.355 1.914 0.348
H -1.497 1.348 1.483
C 1.211 -0.867 -1.273
C 1.179 -1.100 0.053
N 0.264 -0.616 1.043
H 0.414 -1.091 -1.972
H 2.135 -0.457 -1.652
H 2.173 -1.396 0.361
H -0.662 -0.700 0.604
H 0.144 -1.303 1.796
*
```

HOMO level in eV: -12.95
Gap between HOMO and LUMO in eV: 6.2232

Atomic partial charges in e from the Löwdin method, atoms 1 to 8: number 1, C, carries 0.118; number 2, N, carries 0.089; number 3, H, carries 0.136; number 4, H, carries 0.116; number 5, H, carries 0.155; number 6, H, carries 0.130; number 7, C, carries -0.020; number 8, C, carries -0.229


*two*
A cluster of 3 separate species, C3H9N2 in total. Source: the Open Molecules 2025 dataset; level of theory: ωB97M-V/def2-TZVPD.

```
! RIJCOSX wB97M-V def2-TZVPD def2/J DEFGRID3
* xyz 1 1
C 3.285 -0.879 -1.649
C 3.712 -0.835 -0.306
C 3.875 0.705 0.073
N 2.656 1.600 0.887
N 3.467 -1.557 0.737
H 2.544 -1.596 -2.211
H 3.596 -0.108 -2.567
H 4.070 1.184 -0.834
H -20.175 -0.446 0.893
H 3.174 2.182 1.571
H 4.812 0.793 0.672
H 3.641 -2.550 0.892
H 1.904 1.290 1.395
H -20.562 0.217 0.447
*
```

HOMO level in eV: -13.78
Gap between HOMO and LUMO in eV: 5.0745

Atomic partial charges in e from the Löwdin method, atoms 1 to 8: number 1, C, carries 0.289; number 2, C, carries -0.324; number 3, C, carries -0.059; number 4, N, carries 0.063; number 5, N, carries 0.311; number 6, H, carries 0.152; number 7, H, carries 0.188; number 8, H, carries 0.053


*three*
The ion C3H9N2 with charge +1. Source: the Open Molecules 2025 dataset; level of theory: ωB97M-V/def2-TZVPD.

```
! RIJCOSX wB97M-V def2-TZVPD def2/J DEFGRID3
* xyz 1 1
C -1.283 -0.328 -0.512
C 0.008 0.246 -0.173
N 0.214 1.731 -0.358
C 0.943 -0.359 0.659
N 0.725 -1.652 1.012
H -1.168 -1.403 -0.998
H -1.698 0.158 -1.456
H -1.945 -0.312 0.392
H 1.189 2.034 -0.273
H -0.351 2.181 0.342
H -0.132 2.082 -1.283
H 1.928 0.056 0.944
H 0.003 -2.232 0.477
H 1.569 -2.200 1.226
*
```

HOMO level in eV: -12.75
Gap between HOMO and LUMO in eV: 9.1441
Structure (SMILES): C/C([NH3+])=C\N

Atomic partial charges in e from the Löwdin method, atoms 1 to 8: number 1, C, carries -0.078; number 2, C, carries -0.330; number 3, N, carries 0.211; number 4, C, carries -0.135; number 5, N, carries 0.070; number 6, H, carries 0.131; number 7, H, carries 0.107; number 8, H, carries 0.114


*three* wins, 409.0 kJ/mol ahead of the next structure.


*one*
The ion C5H10NO2 with charge -1. Source: the Open Molecules 2025 dataset; level of theory: ωB97M-V/def2-TZVPD.

```
! RIJCOSX wB97M-V def2-TZVPD def2/J DEFGRID3
* xyz -1 1
C 1.046 1.003 -2.442
N -0.150 0.196 -1.977
C 0.104 -0.386 -0.660
C -1.484 -1.131 -0.142
O -2.068 -0.335 0.695
C 0.290 0.503 0.673
C 0.756 -0.235 1.796
O 1.518 0.241 2.674
H 1.870 0.405 -2.108
H 0.901 2.095 -2.175
H 1.159 1.003 -3.558
H -0.996 0.724 -2.061
H 0.887 -1.145 -0.795
H -1.155 -2.028 0.298
H -2.165 -1.219 -1.126
H 0.914 1.309 0.376
H -0.704 1.029 0.863
H 0.470 -1.314 1.817
*
```

HOMO level in eV: -2.76
Gap between HOMO and LUMO in eV: 6.6144
Structure (SMILES): CN[C@H](C[O-])CC=O

Atomic partial charges in e from the Löwdin method, atoms 1 to 8: number 1, C, carries -0.145; number 2, N, carries -0.124; number 3, C, carries -0.281; number 4, C, carries -0.446; number 5, O, carries -0.334; number 6, C, carries -0.189; number 7, C, carries -0.267; number 8, O, carries -0.042


*two*
The ion C5H10NO2 with charge -1. Source: the Open Molecules 2025 dataset; level of theory: ωB97M-V/def2-TZVPD.

```
! RIJCOSX wB97M-V def2-TZVPD def2/J DEFGRID3
* xyz -1 1
C -1.681 -1.601 0.685
C -0.386 -1.547 -0.093
O 0.125 -2.618 -0.458
N 0.169 -0.351 -0.340
C 1.484 -0.322 -0.984
C -0.388 0.894 0.215
C 0.656 2.120 0.200
O 0.945 2.586 -0.995
H -1.536 -1.147 1.670
H -2.484 -1.021 0.213
H -2.005 -2.636 0.728
H 1.430 0.482 -1.719
H 1.615 -1.239 -1.556
H 2.212 -0.002 -0.254
H -1.283 1.250 -0.280
H -0.524 0.669 1.279
H 1.517 1.670 0.774
H 0.133 2.812 0.914
*
```

HOMO level in eV: -2.89
Gap between HOMO and LUMO in eV: 6.6893
Structure (SMILES): CC(=O)N(C)CC[O-]

Atomic partial charges in e from the Löwdin method, atoms 1 to 8: number 1, C, carries -0.026; number 2, C, carries -0.539; number 3, O, carries -0.036; number 4, N, carries -0.096; number 5, C, carries -0.041; number 6, C, carries -0.158; number 7, C, carries -0.556; number 8, O, carries -0.325


*three*
The ion C5H10NO2 with charge -1. Source: the Open Molecules 2025 dataset; level of theory: ωB97M-V/def2-TZVPD.

```
! RIJCOSX wB97M-V def2-TZVPD def2/J DEFGRID3
* xyz -1 1
C -0.139 -1.007 1.316
C 0.093 -0.213 0.014
C -1.146 0.505 -0.358
C -2.465 -0.671 -0.992
O -3.307 -0.031 -1.711
N 1.266 0.726 0.214
C 2.453 0.280 0.644
O 3.499 0.905 0.626
H 0.487 -1.897 1.393
H -0.120 -0.254 2.100
H -1.177 -1.319 1.306
H 0.396 -0.818 -0.849
H -1.239 0.987 -1.324
H -1.804 0.909 0.401
H -1.784 -1.387 -1.499
H -2.849 -1.008 -0.001
H 1.259 1.515 -0.414
H 2.368 -0.763 1.008
*
```

HOMO level in eV: -2.67
Gap between HOMO and LUMO in eV: 6.3064
Structure (SMILES): C[C@@H](CC[O-])NC=O

Atomic partial charges in e from the Löwdin method, atoms 1 to 8: number 1, C, carries -0.068; number 2, C, carries -0.422; number 3, C, carries -0.159; number 4, C, carries -0.496; number 5, O, carries -0.297; number 6, N, carries 0.050; number 7, C, carries -0.409; number 8, O, carries -0.034


*four*
A structure of composition C5H10NO2. Source: the Open Molecules 2025 dataset; level of theory: ωB97M-V/def2-TZVPD.

```
! RIJCOSX wB97M-V def2-TZVPD def2/J DEFGRID3
* xyz -1 1
C -2.247 -0.883 0.196
O -3.007 -0.444 1.239
C -1.288 0.170 -0.390
C -0.386 0.648 0.801
C 0.964 -0.083 0.702
C 1.852 0.538 -0.413
N 2.798 -0.545 -0.958
O 1.713 1.737 -0.621
H -1.624 -1.775 0.507
H -2.925 -1.155 -0.633
H -0.581 -0.278 -1.158
H -1.846 1.003 -0.830
H -0.866 0.399 1.757
H -0.272 1.725 0.691
H 1.570 0.140 1.580
H 0.896 -1.135 0.413
H 1.771 -0.113 -1.425
H 3.480 0.052 -1.457
*
```

HOMO level in eV: -2.24
Gap between HOMO and LUMO in eV: 5.3907

Atomic partial charges in e from the Löwdin method, atoms 1 to 8: number 1, C, carries -0.563; number 2, O, carries -0.387; number 3, C, carries -0.211; number 4, C, carries -0.209; number 5, C, carries -0.144; number 6, C, carries -0.586; number 7, N, carries 0.124; number 8, O, carries 0.052


*two* wins, 79.4 kJ/mol ahead of the next structure.